Molecular formula: C25H25N7O8V2
Method: DFT, ωB97M-V/def2-TZVPD

Last column: natural (NBO) charge in e.
Atoms and positions in Å:
O: -8.49545 -15.61974 10.34257  -0.3210
O: -7.54114 -15.44962 8.46181  -0.6211
C: -7.84711 -19.67224 13.20787  -0.2243
H: -14.37771 -14.92490 11.31274  0.2074
N: -9.87863 -14.56377 6.83764  -0.5298
N: -3.81137 -14.18289 10.85323  -0.4376
H: -8.06864 -21.16724 14.63637  0.2489
N: -5.00384 -18.76525 9.02706  -0.5882
C: -11.97628 -15.21751 5.77771  -0.2248
H: -6.95321 -13.29649 10.28735  0.2124
O: -8.90992 -17.84398 6.50005  -0.3852
H: -11.38374 -14.44705 14.07113  0.2167
N: -7.01961 -20.34136 10.87257  -0.5411
C: -6.98164 -21.59498 11.40354  0.0400
O: -6.98048 -18.52536 6.79321  -0.4968
H: -5.71585 -10.97337 9.86157  0.2291
C: -11.62333 -14.97163 13.15799  0.0376
N: -7.84325 -16.07067 9.47306  0.7823
H: -6.74772 -22.36817 10.68670  0.2067
H: -9.83852 -16.14580 12.74159  0.2137
H: -7.40651 -18.41670 11.52327  0.2122
H: -3.34398 -10.88622 10.08921  0.2410
H: -10.11540 -15.61985 4.96632  0.2381
N: -12.91769 -14.75041 12.84201  -0.3942
V: -7.17778 -19.51756 8.70559  1.7080
C: -13.41450 -15.27788 11.65042  0.0280
C: -3.18503 -13.01174 10.57798  0.0453
O: -8.72834 -19.78101 8.73348  -0.3461
C: -2.86794 -19.72606 9.90886  -0.2434
C: -7.78147 -20.97459 13.61323  -0.1067
C: -4.42783 -17.57932 9.11350  0.0820
C: -10.64693 -14.08124 7.84824  0.0621
C: -10.59193 -15.08095 5.77187  0.0529
C: -5.15322 -14.24813 10.68829  -0.0079
C: -2.38609 -18.43486 9.98314  -0.1001
O: -7.68895 -13.66910 5.10320  -0.3634
C: -10.83926 -15.89261 12.42410  -0.2511
H: -12.44729 -14.01160 8.88236  0.2625
H: -2.59526 -16.35226 9.66745  0.2751
N: -7.72320 -17.71940 6.27914  0.7696
H: -13.79226 -14.81739 6.97494  0.2531
H: -4.52275 -20.79806 9.30587  0.1842
C: -3.87034 -11.81561 10.24913  -0.2324
V: -7.71224 -14.49550 6.46850  1.7514
H: -7.30951 -23.02161 12.90833  0.2583
C: -7.39521 -21.97231 12.66743  -0.2290
C: -5.25220 -11.87387 10.23644  -0.1838
H: -5.07617 -16.73996 8.90967  0.1998
C: -3.12820 -17.29012 9.61442  -0.2262
C: -12.59605 -16.08062 10.79493  -0.2746
C: -7.43326 -19.45410 11.82241  0.0803
O: -7.46483 -16.64942 5.74259  -0.5354
H: -10.10393 -13.60704 8.65241  0.2256
H: -1.32604 -18.36618 10.17800  0.2392
C: -11.97261 -14.25036 7.94211  -0.2366
H: -10.76947 -17.17239 10.79728  0.2102
O: -7.68199 -17.31003 9.36994  -0.5703
C: -11.29896 -16.33286 11.22298  -0.2058
C: -4.15859 -19.78968 9.43610  0.0496
C: -5.91629 -13.06491 10.48116  -0.2586
H: -8.21267 -18.87301 13.83556  0.2552
H: -5.50883 -15.21482 11.01303  0.1900
H: -12.44911 -15.75363 4.96813  0.2570
H: -2.10571 -13.04516 10.59695  0.2072
H: -2.43848 -20.69500 10.11654  0.2606
C: -12.72123 -14.72187 6.87413  -0.0733
H: -12.98226 -16.43929 9.85228  0.2153

Results
Charge: +2
LUMO level (spin up / spin down) (eV): -8.5 / -7.9
Spin multiplicity: 3
E_HOMO (spin up / spin down) (eV): -13.5 / -13.5
Total energy (eV): -104491.5633